No. 1
{"formula": "C8H10", "method": "wB97M-V/def2-TZVPD", "homo_ha": -0.3256, "e_tot_ha": -310.82003, "e_lumo_ev": 1.1, "multiplicity": 1, "smiles": "CCc1ccccc1", "symbols": ["C", "C", "C", "C", "C", "C", "C", "C", "H", "H", "H", "H", "H", "H", "H", "H", "H", "H"], "xyz": [[0.01425, -2.50332, 0.70041], [0.65843, -1.53779, -0.29124], [0.29186, -0.10382, -0.15102], [-0.24983, 0.52205, -1.30157], [-0.58199, 1.86086, -1.34014], [-0.53169, 2.59622, -0.15281], [-0.00678, 1.97486, 0.97760], [0.36071, 0.62714, 1.02614], [0.08098, -2.37728, 1.78298], [-1.06486, -2.46528, 0.54658], [0.36445, -3.50830, 0.44922], [1.75770, -1.60235, -0.29692], [0.37156, -1.90509, -1.27803], [-0.37344, -0.09857, -2.17501], [-1.03748, 2.27323, -2.23064], [-1.11837, 3.49704, -0.02673], [0.26243, 2.56060, 1.85177], [0.80208, 0.18981, 1.90938]], "forces_ev_per_angstrom": [[-0.52, -0.44, -0.12], [0.75, -0.41, 0.46], [-1.39, 0.48, -0.99], [0.95, -0.27, 0.51], [-0.87, -0.05, 0.67], [-0.34, -0.90, 0.15], [0.61, 0.02, 0.66], [0.50, 0.52, -1.09], [0.75, 0.45, -0.14], [-0.11, -0.19, -0.25], [-0.17, -0.02, 0.21], [-0.16, -0.17, 0.28], [-0.05, 0.19, -0.06], [0.04, 0.04, -0.27], [0.06, 0.08, -0.03], [0.69, 0.50, -0.27], [-0.68, 0.11, 0.10], [-0.06, 0.06, 0.18]]}



No. 2
{"formula": "C27H43BrN2OP2Re", "method": "wB97M-V/def2-TZVPD", "homo_ha": [-0.6909, -0.6908], "total_charge": 4, "e_tot_ha": -4572.42706, "e_lumo_ev": [-13.4, -14.7], "multiplicity": 4, "symbols": ["C", "C", "C", "C", "N", "C", "C", "C", "C", "C", "C", "C", "C", "C", "Re", "P", "H", "H", "H", "H", "H", "H", "H", "H", "C", "C", "H", "H", "H", "H", "H", "C", "C", "H", "H", "H", "H", "H", "C", "C", "H", "H", "H", "H", "H", "Br", "P", "C", "C", "H", "H", "H", "H", "H", "C", "C", "H", "H", "H", "H", "H", "C", "C", "H", "H", "H", "H", "H", "C", "C", "N", "O", "H", "H", "H", "H", "H"], "xyz": [[0.27493, 2.35187, -5.50846], [0.10514, 3.15788, -4.33669], [-0.36706, 4.48237, -4.44526], [-0.88293, 4.85659, -5.68795], [-0.79877, 4.05891, -6.75963], [-0.24848, 2.84771, -6.70830], [0.18491, 2.53311, -3.03036], [0.08715, 1.17463, -2.83333], [-1.05154, 0.41818, -2.42387], [-0.97794, -1.01091, -2.50712], [-0.90067, -1.57547, -1.26439], [-0.95941, -0.82843, -0.07289], [-1.55032, 0.60057, -0.13961], [-1.95400, 1.08923, -1.48167], [-0.07863, 1.89848, -1.05189], [-1.11914, -1.94800, 1.35969], [-0.44830, 5.14199, -3.58580], [0.65833, 1.33850, -5.54891], [-1.37737, 5.81932, -5.82100], [-0.25666, 2.28608, -7.65647], [-2.91985, 1.59519, -1.76263], [-0.83758, -1.56514, -3.42921], [-2.09569, 0.91813, 0.76295], [-0.54817, -2.59949, -1.10131], [0.45804, -2.15414, 2.28434], [0.34301, -2.10522, 3.80860], [1.17694, -1.37734, 1.93691], [0.89988, -3.13959, 2.02832], [1.21751, -2.54421, 4.30769], [0.25609, -1.08943, 4.21469], [-0.48766, -2.69646, 4.21625], [-2.30772, -1.22357, 2.46115], [-3.74619, -1.50599, 2.04892], [-2.06357, -0.15518, 2.41759], [-2.07424, -1.51965, 3.49232], [-4.26773, -0.57135, 1.84379], [-3.86271, -2.13524, 1.15356], [-4.23806, -1.96651, 2.91418], [-1.53450, -3.63492, 0.90286], [-1.87613, -4.49225, 2.13192], [-0.69776, -4.05915, 0.29871], [-2.40474, -3.56095, 0.22853], [-2.21102, -5.49026, 1.79281], [-0.97258, -4.60520, 2.76434], [-2.70582, -4.02577, 2.69775], [1.54102, -0.44978, 0.07024], [1.26431, 2.67023, 1.69674], [0.38996, 1.45069, 2.72369], [0.19415, 1.86582, 4.18757], [0.90595, 0.48250, 2.65272], [-0.60550, 1.27027, 2.28921], [-0.47854, 1.18407, 4.72463], [1.13921, 1.90537, 4.73004], [-0.25649, 2.85543, 4.25255], [2.99901, 2.11671, 1.79856], [3.95317, 2.93083, 2.66530], [3.38343, 2.08445, 0.78004], [2.99311, 1.10223, 2.18787], [4.93140, 2.44107, 2.71579], [4.12981, 3.93357, 2.27406], [3.63634, 3.05270, 3.70291], [0.86343, 3.34763, 0.08241], [0.85016, 4.89823, 0.06926], [-0.37278, 3.35383, -0.17451], [1.55577, 2.89464, -0.73836], [0.73716, 5.20941, -0.97388], [-0.05976, 5.16757, 0.61472], [1.74414, 5.26781, 0.56903], [1.49357, -5.66308, -2.75364], [1.41681, -4.31465, -2.10066], [1.42835, -4.29107, -0.70077], [1.24000, -3.28070, -2.74064], [1.61770, -6.51148, -2.08298], [2.32868, -5.64516, -3.45543], [0.57373, -5.85167, -3.31076], [1.74515, -3.37745, -0.38032], [1.87860, -5.08894, -0.28651]], "forces_ev_per_angstrom": [[-1.05, 1.26, 0.18], [-0.26, -0.03, -0.64], [-0.07, -1.28, -0.74], [-0.61, 1.31, -1.27], [1.39, -0.83, 3.74], [-0.21, -0.01, -1.81], [1.17, -1.48, 0.07], [-2.90, 1.69, -2.51], [1.67, -0.04, -1.70], [0.50, -1.10, 2.44], [0.72, -1.56, -1.23], [-0.92, 2.08, -0.53], [-0.76, -1.69, 0.18], [-0.78, 0.72, 0.58], [0.53, -4.34, 0.28], [1.29, -1.01, 2.06], [-0.12, -0.03, -0.31], [0.11, 0.15, 0.29], [0.08, -0.05, -0.06], [0.16, 0.05, 0.48], [1.31, -0.22, 0.49], [0.03, 0.07, 0.03], [0.12, -0.11, -0.65], [-0.50, 0.19, -0.80], [0.97, 0.11, 0.41], [-0.28, -0.15, 0.94], [-0.76, -1.13, 0.80], [-0.42, 0.51, -0.28], [0.03, 0.14, -0.48], [-0.12, -0.16, -0.20], [0.08, 0.16, -0.21], [0.25, 0.54, 0.07], [-0.72, 0.14, 0.24], [-0.22, -0.08, 0.25], [-0.12, -0.13, -0.39], [-0.08, -0.07, 0.02], [0.05, 0.07, 0.44], [-0.17, -0.05, -0.52], [-0.61, -0.19, -1.33], [0.15, 0.17, 0.27], [-0.43, 0.29, 0.51], [0.20, -0.22, 0.13], [0.24, 0.53, 0.18], [-0.68, -0.10, -0.16], [0.48, -0.41, -0.10], [-0.52, 2.14, -1.73], [1.81, -1.09, 1.95], [-1.83, -0.63, -0.15], [0.17, 0.63, 0.34], [0.21, 0.58, -0.18], [0.24, 0.23, 0.05], [0.23, -0.02, -0.37], [-0.01, -0.06, -0.03], [-0.04, 0.01, 0.05], [0.61, 0.53, -0.21], [0.49, 0.80, 0.49], [0.06, -0.06, -0.16], [-0.41, -0.16, -0.09], [-0.24, -0.08, -0.21], [-0.05, -0.05, -0.08], [-0.23, -0.14, -0.10], [-0.82, 1.67, -0.45], [0.26, -0.40, 0.25], [0.31, 0.53, 0.77], [0.40, 0.78, 0.64], [0.31, 0.17, 0.29], [0.35, 0.44, 0.04], [-0.11, 0.44, -0.27], [0.04, -0.17, -0.09], [-0.70, 0.19, -0.34], [0.18, 0.64, -0.85], [0.12, -0.46, 0.77], [0.13, 0.18, 0.20], [-0.11, -0.05, -0.07], [0.10, 0.21, -0.13], [0.11, -0.43, 0.15], [0.17, -0.09, 0.32]]}



No. 3
{"formula": "C16H33HfNOP2", "method": "wB97M-V/def2-TZVPD", "homo_ha": [-0.2015, -0.2021], "e_tot_ha": -1490.04848, "e_lumo_ev": [-0.7, -0.6], "multiplicity": 1, "symbols": ["Hf", "P", "P", "N", "H", "C", "H", "H", "H", "C", "H", "H", "H", "C", "H", "H", "H", "C", "H", "H", "H", "C", "H", "H", "H", "C", "H", "H", "H", "C", "C", "C", "C", "C", "C", "H", "H", "H", "H", "H", "C", "O", "C", "H", "H", "H", "C", "H", "H", "H", "C", "H", "H", "H"], "xyz": [[0.27723, -0.08862, 0.55630], [2.89154, 0.10077, 0.04534], [-2.54764, 0.23545, 0.60806], [-0.14475, 0.55960, -1.25575], [1.58272, 1.18173, 0.20698], [3.16712, -1.54041, -0.72034], [4.23895, -1.79494, -0.68131], [2.85438, -1.54913, -1.77012], [2.61754, -2.32773, -0.18782], [3.86719, -0.08780, 1.56388], [4.90003, -0.40158, 1.33673], [3.40116, -0.86393, 2.18807], [3.88222, 0.85240, 2.12662], [3.82268, 1.19318, -1.05485], [4.89418, 0.94303, -1.03124], [3.65761, 2.22201, -0.71095], [3.43867, 1.09667, -2.08082], [-3.46151, -1.03349, -0.34605], [-4.54803, -0.88417, -0.25276], [-3.19338, -2.02845, 0.02887], [-3.16624, -0.96685, -1.40063], [-3.50675, 0.23805, 2.17114], [-4.58528, 0.18564, 1.96397], [-3.29123, 1.15369, 2.73512], [-3.21800, -0.62144, 2.78796], [-3.22487, 1.74949, -0.18641], [-4.32432, 1.74215, -0.15679], [-2.88691, 1.80161, -1.22714], [-2.85395, 2.63805, 0.33726], [-0.17391, 1.37458, -2.31926], [-0.04675, 1.75481, -4.74137], [-0.13147, 0.88064, -3.66599], [-0.17610, 2.80002, -2.13888], [-0.10017, 3.66143, -3.22533], [-0.05336, 3.14706, -4.53042], [0.02479, 1.35530, -5.75747], [-0.13323, -0.20379, -3.79265], [-0.20003, 3.17868, -1.11381], [-0.07416, 4.74078, -3.05491], [0.00147, 3.82624, -5.38542], [-0.27677, -3.08426, 2.05472], [-0.06100, -2.00951, 1.37688], [0.30181, -4.37689, 1.62797], [0.81408, -4.84585, 2.48230], [1.00141, -4.28304, 0.79433], [-0.52261, -5.06545, 1.36344], [-0.99770, -3.06765, 3.34553], [-1.94191, -3.62489, 3.22830], [-1.20471, -2.05385, 3.70761], [-0.39386, -3.60705, 4.09301], [-0.04809, 1.27809, 2.24812], [-0.11933, 0.66124, 3.16289], [-0.89410, 1.97808, 2.27524], [0.86536, 1.88027, 2.37185]], "forces_ev_per_angstrom": [[-0.62, 2.22, -3.15], [-1.60, -3.07, 0.29], [-0.19, -0.18, -0.35], [0.26, -1.22, 1.40], [-0.14, 1.93, 0.37], [1.54, -0.62, -0.47], [0.01, -0.26, -0.28], [-0.06, 0.09, 0.19], [0.07, 0.41, -0.03], [0.44, 0.20, 0.30], [-0.23, 0.23, 0.07], [0.13, 0.28, -0.24], [0.05, -0.19, -0.01], [-0.19, 0.34, 0.02], [-0.36, 0.05, 0.01], [0.16, -0.15, -0.21], [0.04, 0.06, 0.33], [-0.16, -0.07, -0.03], [0.26, -0.11, -0.09], [-0.12, 0.11, -0.11], [-0.02, -0.03, 0.25], [-0.17, -0.02, 0.14], [0.22, 0.05, 0.12], [-0.02, -0.21, -0.08], [-0.09, 0.15, -0.07], [0.22, 0.02, 0.07], [0.27, -0.04, 0.04], [0.02, -0.03, 0.20], [-0.06, -0.14, -0.11], [0.13, 0.69, -0.64], [-0.15, 0.39, 0.25], [0.04, 0.33, 0.59], [0.05, -0.45, -0.25], [-0.11, -0.39, -0.24], [0.17, -0.03, -0.17], [-0.07, 0.17, 0.30], [0.03, 0.29, -0.06], [0.02, -0.13, -0.29], [-0.04, -0.30, -0.11], [0.00, -0.22, 0.29], [1.17, 2.85, -1.66], [-0.50, -3.86, 2.32], [-0.10, -0.64, -0.23], [-0.13, 0.16, -0.22], [-0.26, 0.07, 0.07], [0.34, 0.18, -0.03], [-0.31, 0.19, 0.43], [0.21, 0.15, 0.12], [0.03, -0.25, -0.23], [-0.26, 0.15, -0.19], [0.31, 0.85, 1.21], [-0.17, 0.07, 0.03], [0.16, -0.10, -0.02], [-0.22, 0.03, 0.19]]}



No. 4
{"formula": "C5H7N", "method": "wB97M-V/def2-TZVPD", "homo_ha": -0.3745, "e_tot_ha": -249.40106, "e_lumo_ev": 0.4, "multiplicity": 1, "smiles": "C=CC#N.C=C", "symbols": ["C", "C", "C", "N", "H", "H", "H", "C", "C", "H", "H", "H", "H"], "xyz": [[1.07782, -1.13343, 1.07607], [0.77431, -1.98138, 0.09381], [-0.14589, -1.63577, -0.95704], [-0.88744, -1.36971, -1.80683], [0.64658, -0.13698, 1.11871], [1.77408, -1.42357, 1.85683], [1.20422, -2.97740, 0.03853], [-1.27049, 1.55640, 0.12844], [-0.21431, 1.94107, -0.58138], [-1.84545, 0.67740, -0.15426], [-1.60279, 2.10501, 1.00711], [0.36584, 2.82271, -0.31767], [0.10058, 1.38761, -1.46340]], "forces_ev_per_angstrom": [[-0.03, -0.09, -0.12], [0.07, 0.10, 0.18], [-0.65, 0.25, -0.74], [0.75, -0.28, 0.83], [0.06, -0.19, -0.03], [-0.10, 0.01, -0.13], [-0.06, 0.14, 0.01], [0.12, 0.07, -0.10], [-0.15, -0.04, 0.08], [0.09, 0.14, 0.04], [0.07, -0.05, -0.14], [-0.10, -0.13, -0.02], [-0.06, 0.07, 0.14]]}



No. 5
{"formula": "C19H43Cl9O4", "method": "wB97M-V/def2-TZVPD", "homo_ha": -0.3419, "e_tot_ha": -5192.25393, "e_lumo_ev": 0.2, "multiplicity": 1, "smiles": "ClC(Cl)Cl.ClC(Cl)Cl.ClC(Cl)Cl.CCOCC.CCOCC.CCOCC.CCOCC", "symbols": ["Cl", "C", "Cl", "Cl", "H", "Cl", "C", "Cl", "Cl", "H", "Cl", "C", "Cl", "Cl", "H", "C", "C", "O", "C", "C", "H", "H", "H", "H", "H", "H", "H", "H", "H", "H", "C", "C", "O", "C", "C", "H", "H", "H", "H", "H", "H", "H", "H", "H", "H", "C", "C", "O", "C", "C", "H", "H", "H", "H", "H", "H", "H", "H", "H", "H", "C", "C", "O", "C", "C", "H", "H", "H", "H", "H", "H", "H", "H", "H", "H"], "xyz": [[-4.42902, 0.27318, 4.89750], [-4.14529, 0.33612, 3.16950], [-4.44328, 1.92087, 2.49788], [-5.02880, -0.91204, 2.26390], [-3.09971, 0.03378, 3.11074], [2.84631, -2.13095, -0.35120], [3.27452, -1.56374, 1.33238], [1.92662, -1.91192, 2.43454], [3.60856, 0.20361, 1.24689], [4.17803, -2.08664, 1.64598], [-1.32460, -0.11671, 1.05796], [-0.05777, 1.07609, 1.12871], [0.13777, 1.39684, 2.90060], [-0.39447, 2.63216, 0.35733], [0.88787, 0.66468, 0.77571], [5.23202, 6.14047, 5.12315], [3.76499, 6.38253, 4.85654], [3.01696, 5.28153, 4.36059], [3.36076, 4.94903, 3.07605], [2.57693, 3.61405, 2.95245], [5.29503, 5.52925, 6.02344], [5.81843, 5.72518, 4.30354], [5.79239, 7.06320, 5.27367], [3.29202, 6.64032, 5.80413], [3.64952, 7.20577, 4.15152], [2.98988, 5.74992, 2.43642], [4.41163, 4.74857, 2.86727], [2.54542, 3.37297, 1.88991], [1.56281, 3.76310, 3.32317], [3.07732, 2.87951, 3.58345], [1.27589, -2.50643, -6.40199], [0.34385, -1.42085, -5.73236], [-0.31263, -1.99562, -4.59780], [-0.10672, -1.40466, -3.38140], [-0.81194, -2.12014, -2.26750], [1.65867, -2.19224, -7.37300], [2.02740, -2.79010, -5.66520], [0.71429, -3.43436, -6.50999], [0.83547, -0.46041, -5.57755], [-0.40620, -1.22749, -6.49926], [0.94759, -1.19793, -3.19760], [-0.56537, -0.41685, -3.42576], [-0.61294, -3.19177, -2.25707], [-1.86422, -1.84222, -2.20770], [-0.56274, -1.71578, -1.28644], [-2.13985, 2.42991, -4.34418], [-2.82571, 2.54986, -2.97712], [-3.48415, 1.29847, -2.66620], [-3.72444, 1.03123, -1.29838], [-4.37959, -0.34293, -1.29428], [-2.88457, 2.25272, -5.12013], [-1.50385, 3.28854, -4.55949], [-1.43730, 1.61797, -4.53203], [-2.12935, 2.92382, -2.22656], [-3.62992, 3.28555, -2.96783], [-2.68763, 1.09659, -0.96846], [-4.19036, 1.84853, -0.74788], [-4.29999, -1.00788, -0.43427], [-3.89008, -0.92968, -2.07158], [-5.42555, -0.20368, -1.56756], [1.18291, -6.68940, 0.84361], [0.83659, -5.32243, 1.28367], [-0.49588, -5.00816, 0.87977], [-0.86115, -3.64488, 1.11106], [-2.31812, -3.51461, 0.92358], [2.17428, -6.96543, 1.20289], [0.53631, -7.42886, 1.31606], [1.16468, -6.91226, -0.22321], [0.84496, -5.37752, 2.37225], [1.61927, -4.64600, 0.94023], [-0.54838, -3.28784, 2.09228], [-0.33095, -3.05489, 0.36347], [-2.76253, -3.93769, 0.02269], [-2.50586, -2.46975, 0.67636], [-2.78729, -3.82327, 1.85777]], "forces_ev_per_angstrom": [[-0.51, 0.05, 0.34], [0.68, -0.78, -0.01], [0.13, 0.06, -0.01], [-0.13, 0.14, 0.31], [-0.15, 0.55, -0.50], [0.29, 0.22, 1.02], [-0.51, 0.31, -0.95], [0.63, 0.19, -0.27], [-0.09, -0.79, 0.23], [-0.29, 0.17, -0.03], [-0.22, -0.22, -0.74], [0.31, 0.55, 1.56], [0.24, -0.09, -0.35], [-0.06, -0.54, -0.23], [-0.29, 0.11, -0.13], [0.50, -0.16, 0.12], [-0.33, 0.36, -0.05], [1.28, 1.03, 2.14], [-1.58, -1.83, -0.57], [0.52, 1.23, -0.95], [0.46, -0.14, -0.15], [-0.42, -0.57, -0.10], [-0.42, 0.32, 0.46], [-0.08, 0.20, -0.11], [-0.12, 0.32, -0.07], [0.05, -0.06, -0.63], [0.27, 0.26, 0.28], [-0.08, -0.68, 0.06], [0.14, 0.04, -0.13], [-0.06, -0.17, -0.32], [-0.76, 0.48, 1.52], [-0.04, -1.55, -1.27], [0.21, -0.96, -1.76], [-0.17, 1.93, 0.76], [-0.17, 0.07, 0.84], [0.20, 0.05, 0.23], [0.56, 0.27, -0.33], [-0.34, 0.19, -0.28], [0.24, -0.13, 0.61], [-0.41, 0.19, 0.18], [0.41, -0.43, 0.21], [-0.01, 0.58, 0.15], [-0.31, -0.01, -0.03], [-0.33, -0.68, -0.85], [0.93, 0.04, -0.02], [-0.16, -0.08, -0.23], [-0.57, -0.86, -0.25], [0.01, 0.98, -1.33], [2.01, -0.03, -0.16], [0.08, -0.01, -0.20], [-0.09, 0.49, -0.07], [-0.51, 0.45, -0.07], [-0.07, -0.48, 0.97], [0.28, -0.63, 0.42], [0.06, 0.40, -0.47], [0.01, -0.80, 1.19], [-0.85, -0.04, -0.20], [-0.05, 0.71, 0.46], [-0.13, 0.20, -0.31], [-0.05, -0.28, 0.05], [0.23, -1.84, -0.16], [-0.70, -0.09, 0.30], [0.63, 0.23, 0.25], [1.16, -0.90, -1.25], [-0.87, 0.95, -0.05], [0.22, 0.21, -0.02], [-0.29, 0.05, -0.03], [-0.09, 0.47, -0.11], [0.20, 0.53, 0.33], [-0.33, 0.60, -0.15], [-0.01, -0.14, 0.25], [0.22, 0.28, 0.04], [0.40, -0.92, 0.22], [-0.27, 0.38, 0.76], [-0.63, 0.06, -0.39]]}